ORCA calculation (ωB97M-V/def2-TZVPD) on a structure of composition C30H41BBrFN15O2PS.

Results
Max |F|, eV/Å: 4.8
E_tot, eV: -151777.335
Highest occupied orbital energy, eV: -9.1
Multiplicity: 1
HOMO-LUMO gap, eV: 7.73
Net charge: 0

Atoms and positions in Å:
N  1.427  2.313  0.209
B  0.000  2.175  -0.119
O  -0.565  0.868  -0.026
C  -0.962  3.365  -0.597
C  -0.472  4.581  -1.359
P  1.348  4.764  -1.744
O  1.962  3.522  -2.378
C  -1.378  5.619  -1.801
Br  -0.834  7.205  -2.802
C  -2.842  5.518  -1.500
N  -3.835  6.400  -1.842
S  -5.249  5.764  -1.199
N  -4.706  4.345  -0.500
C  -3.353  4.336  -0.734
C  -2.377  3.286  -0.293
F  -2.924  2.254  0.409
H  1.617  1.542  0.887
H  1.940  2.007  -0.630
H  -1.143  0.813  -0.808
H  1.595  5.849  -2.638
H  2.022  5.112  -0.535
C  4.277  -1.130  1.709
C  3.172  -0.184  1.988
N  2.312  0.553  2.206
H  5.148  -0.871  2.307
H  3.969  -2.147  1.946
H  4.544  -1.085  0.653
C  8.035  -0.310  4.533
C  7.122  -1.242  3.834
N  6.410  -1.967  3.290
H  7.610  0.693  4.533
H  8.179  -0.637  5.562
H  8.999  -0.290  4.026
C  1.169  -4.766  1.799
C  2.548  -4.927  1.293
N  3.628  -5.052  0.895
H  0.595  -4.147  1.110
H  0.687  -5.740  1.889
H  1.187  -4.290  2.779
C  -0.118  -2.906  5.875
C  -0.309  -4.289  5.386
N  -0.464  -5.375  5.015
H  -0.867  -2.249  5.433
H  -0.216  -2.881  6.959
H  0.874  -2.550  5.600
C  2.162  2.632  -5.808
C  1.897  1.255  -6.281
N  1.691  0.183  -6.649
H  1.460  3.323  -6.273
H  2.045  2.688  -4.720
H  3.177  2.927  -6.072
C  -9.902  6.554  -2.474
C  -8.509  6.370  -2.024
N  -7.414  6.226  -1.678
H  -10.389  5.590  -2.565
H  -10.448  7.163  -1.753
H  -9.914  7.051  -3.442
C  -1.545  -5.054  -1.491
C  -0.934  -3.859  -0.868
N  -0.458  -2.928  -0.383
H  -0.807  -5.567  -2.108
H  -1.898  -5.735  -0.718
H  -2.386  -4.756  -2.115
C  -7.839  4.148  -5.190
C  -9.224  4.353  -4.709
N  -10.301  4.512  -4.331
H  -7.768  3.197  -5.716
H  -7.561  4.953  -5.869
H  -7.151  4.141  -4.344
C  -6.339  1.969  1.119
C  -7.306  1.052  0.475
N  -8.060  0.339  -0.026
H  -5.488  1.404  1.498
H  -5.984  2.703  0.394
H  -6.817  2.489  1.948
C  6.483  -6.182  2.743
C  7.729  -6.730  3.325
N  8.699  -7.156  3.778
H  6.315  -6.606  1.754
H  5.637  -6.428  3.383
H  6.559  -5.098  2.657
C  4.147  -1.820  -8.003
C  5.537  -2.048  -7.546
N  6.618  -2.225  -7.190
H  3.627  -2.773  -8.096
H  3.617  -1.194  -7.286
H  4.153  -1.323  -8.973
C  2.368  -6.055  8.452
C  1.753  -4.721  8.626
N  1.272  -3.683  8.761
H  2.963  -6.072  7.539
H  3.012  -6.279  9.301
H  1.590  -6.815  8.384